# 1
A structure of composition C53H50N6OP2SSc. Source: the Open Molecules 2025 dataset; level of theory: wB97M-V/def2-TZVPD.

Last column: Löwdin charge in e.
Geometry (Å):
1 Sc -0.398 0.772 -0.077  0.956
2 C -2.304 3.061 1.378  -0.092
3 N -0.862 2.877 1.135  -0.206
4 C -0.154 2.829 2.427  -0.107
5 C -0.504 1.560 3.144  -0.272
6 C -0.566 1.506 4.525  0.021
7 C -0.902 0.310 5.139  0.001
8 C -1.159 -0.790 4.339  -0.014
9 C -1.067 -0.651 2.968  -0.129
10 N -0.758 0.503 2.356  0.043
11 C -0.336 4.008 0.354  -0.104
12 C 1.045 3.689 -0.130  -0.253
13 C 1.988 4.681 -0.309  0.024
14 C 3.261 4.338 -0.746  0.007
15 C 3.544 3.003 -0.971  -0.008
16 C 2.545 2.073 -0.758  -0.154
17 N 1.307 2.387 -0.357  0.038
18 C -3.130 2.535 0.241  -0.261
19 C -4.386 3.049 -0.045  0.022
20 C -5.157 2.431 -1.015  0.002
21 C -4.646 1.319 -1.671  -0.004
22 C -3.377 0.891 -1.346  -0.131
23 N -2.621 1.486 -0.413  0.010
24 H -2.535 4.109 1.589  0.151
25 H -2.576 2.494 2.271  0.140
26 H -0.407 3.700 3.040  0.152
27 H 0.920 2.874 2.234  0.119
28 H -0.366 2.396 5.108  0.134
29 H -0.966 0.242 6.217  0.132
30 H -1.419 -1.751 4.761  0.128
31 H -1.230 -1.508 2.338  0.100
32 H -0.330 4.927 0.950  0.150
33 H -1.002 4.191 -0.488  0.115
34 H 1.731 5.710 -0.095  0.134
35 H 4.015 5.100 -0.889  0.132
36 H 4.520 2.670 -1.296  0.130
37 H 2.759 1.028 -0.912  0.059
38 H -4.751 3.914 0.493  0.134
39 H -6.143 2.808 -1.253  0.132
40 H -5.215 0.800 -2.429  0.128
41 H -2.936 0.042 -1.853  0.110
42 N 1.964 -1.673 -0.395  -0.360
43 P 1.822 -0.745 1.004  0.950
44 C 1.671 -1.953 2.350  -0.347
45 C 1.070 -3.187 2.112  -0.102
46 C 0.867 -4.083 3.152  -0.054
47 C 1.260 -3.750 4.441  -0.051
48 C 1.875 -2.529 4.683  -0.055
49 C 2.085 -1.635 3.644  -0.080
50 C 3.401 0.072 1.330  -0.387
51 C 4.584 -0.330 0.716  -0.073
52 C 5.765 0.354 0.970  -0.047
53 C 5.770 1.440 1.835  -0.047
54 C 4.591 1.852 2.444  -0.052
55 C 3.409 1.176 2.183  -0.122
56 P 1.167 -1.028 -1.748  0.949
57 C 2.518 -0.691 -2.935  -0.342
58 C 2.716 0.557 -3.525  -0.124
59 C 3.765 0.768 -4.409  -0.050
60 C 4.638 -0.264 -4.711  -0.041
61 C 4.461 -1.512 -4.126  -0.044
62 C 3.410 -1.722 -3.252  -0.082
63 C 0.289 -2.438 -2.493  -0.361
64 C -0.955 -2.241 -3.089  -0.117
65 C -1.637 -3.297 -3.680  -0.063
66 C -1.094 -4.572 -3.656  -0.046
67 C 0.132 -4.788 -3.038  -0.041
68 C 0.819 -3.730 -2.465  -0.098
69 H 2.658 -2.407 -0.478  0.079
70 H 0.796 -3.470 1.106  0.081
71 H 0.425 -5.051 2.953  0.116
72 H 1.113 -4.452 5.252  0.120
73 H 2.213 -2.283 5.681  0.121
74 H 2.588 -0.700 3.851  0.102
75 H 4.599 -1.170 0.031  0.104
76 H 6.685 0.034 0.498  0.120
77 H 6.695 1.964 2.037  0.121
78 H 4.598 2.695 3.122  0.118
79 H 2.489 1.505 2.657  0.089
80 H 2.059 1.386 -3.295  0.082
81 H 3.898 1.742 -4.863  0.118
82 H 5.455 -0.102 -5.403  0.122
83 H 5.138 -2.323 -4.361  0.121
84 H 3.287 -2.711 -2.828  0.091
85 H -1.409 -1.257 -3.106  0.077
86 H -2.591 -3.122 -4.160  0.119
87 H -1.622 -5.398 -4.115  0.123
88 H 0.558 -5.783 -3.012  0.123
89 H 1.769 -3.937 -1.986  0.098
90 C -1.836 -3.400 -0.182  0.023
91 C -2.295 -2.019 0.141  -0.315
92 O -1.502 -1.059 0.007  -0.129
93 C -3.665 -1.811 0.602  -0.154
94 C -4.025 -0.650 1.299  -0.028
95 C -5.320 -0.477 1.742  -0.038
96 C -6.279 -1.451 1.480  -0.021
97 C -5.938 -2.608 0.791  -0.028
98 C -4.636 -2.796 0.367  0.009
99 H -0.779 -3.399 -0.412  0.058
100 H -2.377 -3.782 -1.051  0.102
101 H -2.053 -4.067 0.654  0.122
102 H -3.272 0.092 1.516  0.088
103 H -5.593 0.409 2.301  0.118
104 H -7.295 -1.313 1.827  0.126
105 H -6.686 -3.364 0.595  0.125
106 H -4.384 -3.704 -0.165  0.121
107 S -0.974 1.951 -5.063  1.135
108 C -1.655 3.174 -4.092  -0.337
109 C -1.460 2.881 -2.785  -0.245
110 N -0.770 1.711 -2.523  -0.056
111 C -0.470 1.139 -3.668  -0.518
112 H -2.160 4.028 -4.514  0.091
113 H -1.847 3.479 -1.978  0.089
114 H 0.081 0.219 -3.764  0.036

Values from the calculation:
total charge = +3
frontier orbital gap = 7.67 eV
energy = -4294.4730 hartree


# 2
The molecule C3H6. Source: the Open Molecules 2025 dataset; level of theory: wB97M-V/def2-TZVPD.

Last column: Löwdin charge in e.
Geometry (Å):
1 C -0.192 0.947 0.761  -0.062
2 C 0.470 0.214 -0.020  -0.315
3 C -0.204 -1.002 -0.618  -0.148
4 H -1.198 0.728 0.934  0.044
5 H 0.309 1.956 0.934  0.091
6 H 1.563 0.382 -0.124  0.105
7 H -0.170 -1.922 0.097  0.087
8 H -1.293 -0.813 -0.823  0.062
9 H 0.345 -1.285 -1.752  0.135

Values from the calculation:
frontier orbital gap = 11.15 eV
energy = -117.8320 hartree


# 3
A structure of composition C25H20Cl2F3IInO16S. Source: the Open Molecules 2025 dataset; level of theory: wB97M-V/def2-TZVPD.

Last column: Löwdin charge in e.
Geometry (Å):
1 C 1.211 -0.505 0.197  -0.171
2 C 0.683 -1.192 -1.221  -0.685
3 Cl 0.192 -0.155 -2.676  0.529
4 C 0.603 -2.675 -1.304  -0.643
5 Cl 1.074 -3.621 0.265  0.398
6 In -0.020 -3.912 -3.093  0.342
7 I -0.959 -6.402 -2.026  0.198
8 C 1.648 -4.447 -4.526  -0.263
9 C 2.199 -5.992 -4.274  -0.298
10 O 1.800 -6.945 -5.323  -0.152
11 C 0.341 -7.116 -5.398  -0.183
12 O -0.317 -8.236 -5.049  -0.087
13 S -1.900 -2.966 -4.438  0.717
14 O -2.036 -3.887 -5.712  -0.461
15 O -1.675 -1.533 -4.979  -0.468
16 C -3.562 -3.173 -3.524  -0.313
17 F -3.990 -4.605 -3.736  -0.041
18 F -3.442 -2.912 -2.068  -0.011
19 F -4.636 -2.347 -4.188  -0.025
20 H 1.461 0.639 -0.036  0.079
21 H 0.404 -0.497 1.045  0.049
22 H 2.237 -0.974 0.561  0.078
23 H 2.604 -3.746 -4.398  0.063
24 H 1.233 -4.420 -5.638  0.062
25 H 1.895 -6.382 -3.187  0.078
26 H 3.392 -5.988 -4.270  0.131
27 H -0.317 -6.236 -5.825  0.152
28 C 0.020 2.508 3.974  0.083
29 C 0.163 2.918 5.236  -0.205
30 C 0.147 1.953 6.370  -0.303
31 O 0.300 2.357 7.517  0.098
32 C -0.061 0.530 6.060  0.076
33 C -0.208 0.120 4.799  -0.201
34 C -0.163 1.082 3.663  -0.285
35 O -0.283 0.673 2.513  0.082
36 O -0.406 -1.216 4.501  0.089
37 O 0.334 4.257 5.536  0.074
38 H 0.033 3.198 3.140  0.139
39 H -0.089 -0.159 6.895  0.136
40 H -0.482 -1.256 3.523  0.119
41 H 0.416 4.297 6.514  0.070
42 C 3.029 4.450 8.603  0.087
43 C 1.967 5.134 9.034  -0.192
44 C 2.003 5.889 10.317  -0.302
45 O 1.018 6.523 10.678  0.108
46 C 3.238 5.837 11.114  0.077
47 C 4.299 5.150 10.684  -0.208
48 C 4.273 4.418 9.388  -0.301
49 O 5.269 3.811 9.011  0.111
50 O 5.462 5.095 11.429  0.078
51 O 0.794 5.166 8.303  0.059
52 H 3.018 3.898 7.671  0.138
53 H 3.244 6.375 12.053  0.137
54 H 6.081 4.539 10.906  0.117
55 H 0.178 5.726 8.823  0.129
56 C -2.673 0.380 -10.178  0.071
57 C -3.688 1.206 -9.919  -0.214
58 C -4.202 1.391 -8.534  -0.317
59 O -5.124 2.172 -8.325  0.086
60 C -3.573 0.612 -7.456  0.082
61 C -2.560 -0.217 -7.715  -0.170
62 C -2.029 -0.381 -9.096  -0.299
63 O -1.084 -1.136 -9.300  0.110
64 O -1.966 -0.954 -6.707  -0.009
65 O -4.301 1.922 -10.931  0.065
66 H -2.288 0.237 -11.180  0.132
67 H -3.968 0.743 -6.456  0.139
68 H -1.259 -1.475 -7.147  0.129
69 H -5.004 2.447 -10.491  0.111

Values from the calculation:
total charge = -1
frontier orbital gap = 5.18 eV
energy = -4274.2585 hartree